Computed, not measured: a 2-piece molecular cluster, CH3F2N overall at a distorted geometry, with ωB97M-V with the def2-TZVPD basis set.

Structure (XYZ):
```
7
Properties=species:S:1:pos:R:3:nbo_charge:R:1
C -0.11273 0.48294 -0.38998 0.3276
N -0.13057 0.17378 0.94300 -0.2522
F -1.18451 0.73430 -1.21261 -0.3147
F -0.83006 -1.11958 1.13725 -0.2624
H 0.57714 -1.14925 -1.09729 -0.0965
H 0.86966 0.88695 -0.65608 0.2132
H 0.81108 -0.00914 1.27571 0.3850
```

Output
* charge: 0
* HOMO energy: -9.42 eV
* energy relative to the best compared isomer or geometry (same formula, charge and spin): 131.75 kcal per mole
* electronic energy: -294.17540 hartree
* orbital gap: 9.13 eV